C8H15Br2HfNO4S as an isolated structure at a distorted geometry, computed with wB97M-V/def2-TZVPD.

Structure (ORCA input):
```
! wB97M-V def2-TZVPD RIJCOSX def2/J DEFGRID3
* xyz 4 1
C 4.4591 -0.2864 0.0983
C 2.9237 -0.4885 0.6372
C 2.0149 0.8841 0.3834
C 0.8897 0.7080 -0.7954
C -0.6550 0.5443 -0.2631
C -0.9400 -1.0606 -0.5824
N -2.3043 -1.5417 -0.1390
C -2.1499 -2.4784 1.0773
O -0.9477 0.7673 1.1843
S -2.4875 1.5042 1.4621
O -3.1841 0.4507 2.4078
O -2.5112 2.8498 2.2653
O -3.0526 1.5655 -0.1749
C -1.7777 1.5649 -0.9668
Br -1.1797 3.5118 -0.8468
Br -2.1106 1.3924 -2.9407
H 5.1761 -0.6277 0.9851
H 4.7556 0.8156 -0.1627
H 4.6645 -0.9971 -0.8088
H 2.4703 -1.4187 0.0490
H 2.9236 -0.7479 1.8025
H 1.5963 1.3083 1.4041
H 2.7763 1.7162 -0.0077
H 1.1771 -0.2925 -1.3796
H 1.0111 1.5884 -1.5899
H -0.0361 -1.6437 -0.0720
H -0.8137 -1.2397 -1.7534
H -2.6080 -2.2142 -0.9050
H -1.1925 -3.1767 0.9614
H -3.1063 -3.1828 1.1305
H -2.0974 -1.9033 2.0958
Hf -3.6841 2.1284 -4.5560
*
```

The calculation puts the energy at -170378.9466 eV. The HOMO-LUMO gap is 2.65 eV. The calculation puts the LUMO energy at -19.69 eV. Its HOMO energy is -22.337 eV. The largest force on an atom comes out at 0.185 Eh/bohr.